{"formula": "C24H40ClN3O16P", "method": "ωB97M-V with the def2-TZVPD basis set", "e_homo_ev": -12.37, "charge": 1, "energy_ev": -84575.0826, "largest_force_ev_per_a": 2.878, "elements": ["Cl", "P", "O", "O", "O", "O", "O", "O", "O", "O", "O", "O", "O", "O", "O", "O", "O", "O", "N", "N", "N", "C", "C", "C", "C", "C", "C", "C", "C", "C", "C", "C", "C", "C", "C", "C", "C", "C", "C", "C", "C", "C", "C", "C", "C", "H", "H", "H", "H", "H", "H", "H", "H", "H", "H", "H", "H", "H", "H", "H", "H", "H", "H", "H", "H", "H", "H", "H", "H", "H", "H", "H", "H", "H", "H", "H", "H", "H", "H", "H", "H", "H", "H", "H", "H"], "xyz": [[1.024, 4.383, 3.742], [0.626, 3.747, 1.796], [-1.642, 5.105, -0.653], [-0.141, -4.654, 5.159], [-3.845, 5.403, -0.424], [0.275, -1.198, -1.716], [-0.001, -3.114, -0.566], [0.250, -6.514, 3.983], [-4.440, -3.852, -0.718], [-0.945, -1.235, 0.187], [1.542, 4.763, 0.868], [-3.066, 3.576, -1.495], [5.996, 1.961, -2.890], [-1.695, -5.411, 3.704], [4.487, 0.371, -3.415], [-5.054, -1.716, -1.116], [5.928, 1.085, -4.968], [-3.721, -2.778, -2.568], [1.297, 2.108, 1.732], [-0.433, 1.314, 0.389], [1.755, 0.911, -0.263], [3.644, 2.197, 0.764], [-3.967, 7.663, 0.478], [1.487, -6.145, 4.606], [-4.409, -2.879, -1.400], [5.520, 1.215, -3.684], [-0.176, -1.803, -0.787], [-0.979, -4.799, 0.912], [1.015, -5.280, 5.745], [3.431, -1.524, -4.525], [0.903, 1.452, 0.599], [4.022, -0.142, -4.678], [-2.875, 4.599, -0.912], [-5.573, 0.342, -2.308], [2.961, 1.723, -0.532], [-1.498, -2.325, 0.958], [2.017, -4.251, 6.213], [-0.632, -5.516, 4.233], [-3.206, 6.358, 0.443], [5.285, -0.083, -5.497], [-1.836, 6.446, -0.177], [-4.537, -0.717, -2.014], [-0.456, -3.392, 0.781], [-4.144, -1.562, -3.198], [2.752, 2.007, 2.001], [0.671, -5.882, 6.591], [5.944, -0.939, -5.336], [3.696, 1.120, -1.072], [4.030, 3.223, 0.685], [2.755, -1.562, -3.671], [1.258, 0.629, -1.112], [3.040, 2.660, 2.830], [-3.617, 8.292, 1.296], [-1.788, 7.121, -1.034], [-5.034, 7.480, 0.603], [2.732, 2.603, -1.151], [-0.296, -5.509, 0.443], [0.396, -3.240, 1.453], [2.883, -1.810, -5.422], [2.771, -4.710, 6.851], [2.071, 4.302, 0.198], [-3.336, -1.127, -3.782], [-3.662, -0.264, -1.536], [3.264, 0.550, -5.058], [-1.943, -4.908, 0.412], [4.537, 1.582, 0.942], [2.091, -5.603, 3.874], [1.519, -3.457, 6.768], [-6.059, 0.669, -1.389], [-1.106, -5.068, 1.968], [-1.636, -2.036, 1.998], [-6.357, -0.046, -2.961], [-0.912, 0.531, 0.838], [2.908, 0.978, 2.366], [-5.116, 1.204, -2.794], [-0.988, 1.946, -0.174], [-3.165, 5.919, 1.444], [4.210, -2.267, -4.347], [2.032, -7.027, 4.937], [5.097, 0.028, -6.563], [-2.465, -2.584, 0.528], [-3.846, 8.214, -0.456], [-4.982, -1.794, -3.860], [-1.062, 6.720, 0.537], [2.522, -3.781, 5.367]], "forces_ev_per_a": [[0.553, -0.480, -0.773], [-2.652, 1.101, 0.192], [-0.161, -0.067, -0.046], [-0.109, -0.318, -0.307], [0.442, -0.317, -0.114], [0.060, 0.237, 0.093], [0.017, 0.791, -0.011], [-0.120, 0.277, -0.010], [0.158, 0.038, 0.068], [0.054, -0.732, -0.147], [0.478, -1.307, 0.644], [0.150, -0.112, 0.122], [-0.135, 0.002, 0.090], [0.077, 0.003, 0.522], [0.145, 0.256, -0.126], [0.369, -0.314, -0.105], [-0.148, -0.060, 0.317], [-0.117, 0.054, 0.232], [2.232, 0.627, -1.014], [-0.855, 0.002, 0.272], [-0.252, 2.131, -0.147], [0.363, -0.207, 0.432], [-0.184, 0.013, -0.267], [0.116, -0.396, 0.046], [-0.178, -0.065, -0.027], [0.225, 0.102, -0.016], [0.000, -0.391, -0.173], [-0.004, -0.176, -0.246], [0.533, 0.429, 0.321], [0.116, -0.099, 0.313], [-0.787, -0.069, 0.411], [-0.366, -0.751, -0.059], [-0.221, -0.055, -0.097], [-0.265, -0.094, 0.045], [1.653, -0.087, 0.242], [-0.226, 0.081, 0.404], [-0.076, 0.285, -0.150], [-0.208, -0.112, 0.265], [-0.337, 0.714, 0.135], [0.041, 0.149, -0.366], [0.359, 0.040, 0.220], [-0.484, 0.579, -0.181], [-0.328, -0.913, 0.189], [0.337, 0.031, -0.209], [0.470, -0.968, 0.362], [-0.043, -0.062, -0.089], [-0.131, -0.060, 0.073], [-0.451, 0.126, -0.190], [-0.348, -0.200, -0.118], [-0.131, 0.070, -0.125], [0.048, -0.781, 0.274], [-0.270, 0.016, -0.268], [0.004, -0.056, 0.015], [-0.152, 0.046, 0.055], [0.051, -0.034, 0.162], [-0.343, -0.442, -0.060], [0.114, 0.074, 0.104], [0.020, 0.148, -0.093], [-0.007, 0.053, 0.011], [-0.046, -0.022, 0.005], [0.065, 0.330, 0.092], [0.104, -0.181, 0.065], [0.050, -0.087, -0.042], [0.104, 0.073, -0.021], [0.002, 0.074, 0.018], [-0.210, 0.198, -0.095], [0.016, 0.107, 0.116], [-0.006, -0.129, 0.130], [0.150, 0.086, 0.019], [0.003, 0.176, -0.739], [0.075, 0.191, -0.073], [0.043, -0.055, 0.009], [0.219, 0.713, -0.188], [-0.095, 0.293, -0.075], [0.045, -0.013, 0.062], [0.272, -0.180, -0.247], [0.075, -0.071, -0.057], [0.030, 0.051, -0.025], [-0.167, -0.103, -0.100], [0.110, 0.192, 0.034], [0.047, -0.207, -0.003], [0.036, -0.045, 0.001], [-0.079, 0.118, 0.089], [0.083, -0.204, -0.054], [-0.021, -0.057, -0.022]], "lowdin_charge": [0.2510, 0.6172, 0.0203, 0.0881, 0.0967, 0.1291, 0.1144, 0.0745, 0.1598, -0.0109, -0.3076, 0.1426, 0.1575, 0.1425, 0.0547, 0.0855, 0.0765, 0.0620, -0.1842, 0.1520, 0.1677, -0.1430, -0.0135, -0.0899, -0.5700, -0.5627, -0.5478, 0.0088, -0.3274, -0.0120, -0.4249, -0.3279, -0.5661, -0.0123, -0.1185, -0.0531, -0.0193, -0.5572, -0.3249, -0.0858, -0.0952, -0.3322, -0.2975, -0.0900, -0.1887, 0.1635, 0.1424, 0.1148, 0.1199, 0.0791, 0.1420, 0.0952, 0.0938, 0.1429, 0.0932, 0.1310, 0.1011, 0.1586, 0.0953, 0.0935, 0.0417, 0.1411, 0.1512, 0.1597, 0.0962, 0.1249, 0.1376, 0.0902, 0.0917, 0.0513, 0.1498, 0.0901, 0.1104, 0.1338, 0.0898, 0.1148, 0.1605, 0.0908, 0.1442, 0.1444, 0.1286, 0.0907, 0.1419, 0.1356, 0.0842]}